Record 1
The following is a quantum chemistry calculation of C34H57EuN3O3Si as an isolated structure at a distorted geometry, from the Open Molecules 2025 dataset.

The geometry in XYZ format:
```
99
Properties=species:S:1:pos:R:3:lowdin_charge:R:1
O -2.46047 -1.20634 -0.83012 -0.3645
O -2.41676 -4.07746 -2.87298 -0.2231
C -3.53965 -1.40605 0.14184 -0.2176
C -4.26616 -0.13368 0.51498 -0.0614
H -3.04790 -1.84927 1.01671 0.1227
H -4.21218 -2.15685 -0.29622 0.1163
H -3.58042 0.64408 0.86782 0.0629
H -4.97064 -0.33628 1.32560 0.0898
H -4.85124 0.26577 -0.31510 0.0755
C -2.71190 -0.31597 -1.95912 -0.2461
C -3.77978 -0.85466 -2.88682 -0.0522
H -1.73645 -0.22939 -2.47507 0.1023
H -2.96105 0.68376 -1.56541 0.1099
H -3.56463 -1.89204 -3.16566 0.0503
H -3.79953 -0.25098 -3.79857 0.0900
H -4.76934 -0.80179 -2.42190 0.0800
C -1.54100 -4.53884 -3.92221 -0.2671
C -3.71506 -4.70433 -2.87899 -0.2671
C -1.26983 -3.44223 -4.92958 -0.0651
H -1.96848 -5.41760 -4.44421 0.1231
H -0.60966 -4.85879 -3.42908 0.0925
H -2.20834 -3.10696 -5.39043 0.0739
H -0.61425 -3.82494 -5.71943 0.0815
H -0.77055 -2.58632 -4.45957 0.0649
C -4.51026 -4.43565 -4.14410 -0.0761
H -4.22572 -4.30043 -1.99108 0.1083
H -3.58866 -5.79599 -2.74350 0.1178
H -4.58261 -3.36385 -4.35925 0.0673
H -5.52445 -4.82321 -4.01167 0.0819
H -4.06489 -4.94877 -5.00428 0.0759
H -1.58263 -3.00829 -1.01744 0.0290
N 0.44302 1.83429 -0.00238 -0.0243
C 1.59955 2.45908 0.20682 -0.3449
C 2.87006 1.89249 -0.00592 -0.0492
C 3.18158 0.68098 -0.64317 -0.3502
C 1.61518 3.90666 0.65123 -0.0172
H 0.77499 4.18431 1.30131 0.0842
H 1.59972 4.56217 -0.23258 0.0838
H 2.54847 4.09606 1.19277 0.0802
C 4.63214 0.38124 -0.94206 -0.0182
H 4.76434 0.01849 -1.97056 0.0871
H 5.03556 -0.37693 -0.25394 0.0831
H 5.21513 1.30054 -0.82187 0.0761
N 2.25065 -0.19887 -0.97227 -0.0720
C -0.75496 2.58328 -0.14994 -0.2419
C -1.65845 2.70192 0.93242 -0.2442
C -1.35413 2.08137 2.26269 -0.0481
C -2.83870 3.41513 0.73611 -0.0692
H -3.54092 3.49623 1.56866 0.1114
C -3.12092 4.02452 -0.49015 -0.0890
H -4.05358 4.57403 -0.62730 0.0981
C -2.20382 3.94132 -1.53728 -0.0642
H -2.39994 4.42464 -2.49800 0.1088
C -1.01498 3.24127 -1.37562 -0.2327
C -0.02186 3.22647 -2.49379 -0.0384
C 2.45935 -1.41738 -1.66269 -0.2727
C 2.80661 -2.59721 -0.95444 -0.2383
C 3.06322 -2.57378 0.52367 -0.0421
C 2.82492 -3.80985 -1.64277 -0.0669
H 3.09606 -4.72174 -1.10069 0.1125
C 2.48839 -3.86258 -3.00000 -0.0907
H 2.50828 -4.81975 -3.53139 0.1030
C 2.13336 -2.69353 -3.68534 -0.0672
H 1.86210 -2.73840 -4.74545 0.1081
C 2.10601 -1.46559 -3.03366 -0.2312
C 1.63508 -0.22878 -3.73593 -0.0483
Eu 0.01998 -0.69193 -0.17681 1.5629
H -1.65477 1.02319 2.30207 0.0641
H -1.90867 2.60631 3.05032 0.0837
H -0.29044 2.12096 2.52673 0.0718
H 0.44246 2.24238 -2.63184 0.0564
H 0.77901 3.96674 -2.34616 0.0843
H -0.53828 3.49558 -3.42441 0.0780
H 3.67701 -3.44003 0.80610 0.0863
H 2.13501 -2.62692 1.11948 0.0532
H 3.59048 -1.66869 0.84504 0.0713
H 2.17967 0.67098 -3.42840 0.0780
H 0.56138 -0.04048 -3.56243 0.0628
H 1.76453 -0.33989 -4.81843 0.0827
H 3.71815 2.50607 0.29340 0.0924
C -0.67859 -3.47222 -0.52013 -0.2251
Si -0.93243 -5.28849 -0.04556 0.4627
H 0.19447 -3.37042 -1.18912 0.0209
H -0.47312 -2.99740 0.46895 -0.0067
C -2.66081 -5.56279 0.62348 -0.1703
C 0.32786 -5.67002 1.29276 -0.1786
C -0.65682 -6.54125 -1.40233 -0.1764
H -0.66321 -7.54634 -0.95776 0.0416
H 0.31174 -6.40200 -1.89419 0.0294
H -1.43308 -6.52392 -2.17441 0.0105
H -2.81052 -5.02607 1.56911 0.0350
H -2.80708 -6.63374 0.82246 0.0366
H -3.43844 -5.24261 -0.08021 0.0092
H 0.44892 -4.84152 2.00174 0.0323
H 1.31019 -5.88957 0.85557 0.0268
H 0.00367 -6.55462 1.85712 0.0324
O 1.86728 0.35416 3.62224 0.0292
C 1.19406 -0.25944 2.85227 -0.5716
N 0.49996 -0.87105 2.07311 -0.1165
```

Values from the calculation:
highest occupied orbital energy (spin up / spin down): -6.7 / -7.1 eV
multiplicity: 8
LUMO energy (spin up / spin down): 0.420 / 0.418 eV
orbital gap (spin up / spin down): 7.1 / 7.5 eV
energy above the lowest of the compared OMol25 structures with the same formula, charge and spin: 0.0 kJ/mol



Record 2
The following is a quantum chemistry calculation of a 9-piece molecular cluster, C34H57N3O18 overall at a distorted geometry, from the Open Molecules 2025 dataset.

The geometry in XYZ format:
```
112
Properties=species:S:1:pos:R:3:lowdin_charge:R:1
C -2.02860 -5.70967 -25.62394 -0.0018
C -0.93866 -6.70228 -26.05873 -0.3128
C -1.20197 -7.52404 -27.32349 -0.0619
O 0.07088 -7.36387 -27.93936 0.0925
C 0.87835 -6.55646 -27.26250 -0.5820
O 2.03778 -6.32438 -27.57111 0.1173
O 0.29462 -6.06955 -26.20360 0.0945
H -2.12038 -4.86533 -26.32885 0.0681
H -1.75884 -5.33134 -24.65443 0.0593
H -3.03900 -6.17615 -25.72433 0.0981
H -0.74385 -7.42377 -25.23339 0.1329
H -2.02533 -7.11931 -27.93387 0.1424
H -1.55065 -8.53474 -27.15447 0.1082
C 3.25957 -2.99336 -26.83774 -0.0087
C 4.40513 -4.06938 -26.74537 -0.2411
C 5.81505 -3.50403 -27.06074 -0.0774
O 6.45678 -3.43121 -25.82973 0.1239
C 5.75627 -4.06401 -24.97031 -0.6256
O 6.21386 -4.36350 -23.85531 0.1060
O 4.58955 -4.48095 -25.39727 0.0540
H 3.36410 -2.02882 -26.32434 0.0941
H 2.33599 -3.45754 -26.37516 0.0806
H 2.97792 -2.83170 -27.86001 0.0694
H 4.10139 -4.93746 -27.32746 0.1359
H 5.82992 -2.47720 -27.45887 0.1451
H 6.33873 -4.15497 -27.72173 0.1255
C 1.40089 -10.08916 -26.26910 -0.0003
C 1.64782 -11.07270 -25.12350 -0.2845
C 0.57122 -10.89433 -24.00504 -0.0867
O -0.33733 -11.96351 -24.29861 0.0760
C 0.18878 -12.76267 -25.19668 -0.5967
O -0.41095 -13.76619 -25.56109 0.1190
O 1.38313 -12.37065 -25.60004 0.1038
H 2.10612 -10.23401 -27.01548 0.0678
H 1.45708 -9.05738 -25.88879 0.0778
H 0.38074 -10.30777 -26.59417 0.1017
H 2.68382 -11.12894 -24.81001 0.1414
H 0.08751 -9.96699 -23.99166 0.0706
H 1.07139 -11.06525 -23.09021 0.1078
C -5.75436 -0.87326 -25.41783 -0.0045
C -6.22187 -2.20444 -25.99979 -0.2692
C -6.82144 -2.21809 -27.41954 -0.0633
O -5.86645 -2.95672 -28.15071 0.0979
C -4.92368 -3.45847 -27.41566 -0.5889
O -4.10816 -4.31341 -27.81985 0.0838
O -5.08155 -3.03714 -26.19683 0.0854
H -6.55958 -0.18190 -25.24975 0.0886
H -5.14731 -0.36451 -26.14442 0.0876
H -5.19732 -1.02984 -24.57704 0.0480
H -6.92788 -2.66720 -25.30188 0.1464
H -7.02237 -1.14807 -27.76354 0.1622
H -7.70673 -2.81137 -27.47644 0.1029
C -0.19449 -6.39031 -22.42976 -0.0601
O 0.99232 -5.86521 -22.95577 -0.0082
C 1.30066 -4.61697 -22.68993 -0.3961
O 0.42125 -3.71502 -22.08949 -0.0506
O 2.54509 -4.17654 -23.01858 -0.0188
C 2.82344 -2.78434 -22.79269 -0.0329
H -1.16084 -5.97486 -22.72486 0.0844
H -0.14029 -6.40448 -21.36868 0.1003
H -0.30867 -7.44890 -22.75618 0.0860
H 2.77239 -2.27492 -21.76963 0.1360
H 2.26442 -2.16549 -23.44412 0.0655
H 3.78694 -2.68379 -23.25309 0.0756
C -6.89138 -6.64528 -26.79171 -0.0583
O -7.64792 -5.48474 -26.74755 0.0171
C -8.60755 -5.34131 -25.85860 -0.3746
O -9.01152 -6.42372 -24.98655 -0.0857
O -9.11641 -4.11387 -25.96933 -0.0442
C -10.33330 -3.78677 -25.38280 -0.0460
H -5.92653 -6.51168 -26.40680 0.0607
H -6.53365 -6.89529 -27.78401 0.1019
H -7.35797 -7.48210 -26.30734 0.0926
H -10.36181 -2.69648 -25.17607 0.1077
H -10.49586 -4.39540 -24.48060 0.1016
H -11.07280 -4.05772 -26.15555 0.1096
C -0.28210 -2.29496 -27.32255 -0.0688
C -0.41806 -2.68133 -25.80675 -0.2464
C -1.73336 -2.34730 -25.06056 -0.1825
C -2.03224 -0.92931 -24.85207 -0.2171
N -2.25339 0.20733 -24.64399 0.1364
H 0.70014 -2.32747 -27.71023 0.0178
H -0.61738 -1.21091 -27.38307 0.0937
H -0.93627 -2.96018 -27.96352 0.0884
H 0.39309 -2.13428 -25.36864 0.0826
H -0.13561 -3.73006 -25.59453 0.0794
H -1.64571 -2.80207 -24.05712 0.1158
H -2.62951 -2.87702 -25.48801 0.1045
C -3.09601 -8.44841 -23.17103 -0.0856
C -2.49393 -9.53252 -23.99137 -0.2588
C -3.51903 -10.37027 -24.81654 -0.1357
C -4.03554 -9.71831 -26.04999 -0.2030
N -4.46588 -9.16312 -26.95898 0.1580
H -2.50513 -8.08716 -22.31816 0.0757
H -3.95193 -8.86524 -22.70052 0.0709
H -3.35799 -7.57454 -23.78405 0.0743
H -1.99723 -10.17002 -23.30599 0.0932
H -1.74623 -9.21942 -24.65416 0.0536
H -4.36707 -10.69509 -24.19957 0.1234
H -3.10745 -11.34258 -25.17775 0.1276
C 4.33822 -8.64191 -25.95490 -0.0975
C 4.77799 -7.52907 -24.98401 -0.2116
C 3.56458 -6.88385 -24.31393 -0.1594
C 2.89276 -7.89086 -23.47066 -0.1911
N 2.39670 -8.71239 -22.85268 0.1935
H 4.27922 -9.58034 -25.44904 0.0532
H 5.22640 -8.79979 -26.65837 0.1059
H 3.52658 -8.29703 -26.54373 0.0407
H 5.26079 -6.89920 -25.67858 0.0778
H 5.56591 -7.97409 -24.37549 0.1253
H 2.88316 -6.36825 -24.95553 0.0948
H 3.83183 -6.07515 -23.64595 0.0967
```

Values from the calculation:
highest occupied orbital energy: -10.6 eV
multiplicity: 1
SMILES string: C[C@H]1COC(=O)O1.C[C@H]1COC(=O)O1.C[C@H]1COC(=O)O1.C[C@H]1COC(=O)O1.COC(=O)OC.COC(=O)OC.CCCC#N.CCCC#N.CCCC#N
LUMO energy: 0.296 eV
orbital gap: 10.9 eV
energy above the lowest of the compared OMol25 structures with the same formula, charge and spin: 12.0 kJ/mol



Record 3
The following is a quantum chemistry calculation of C34H58BrIN4O10P2 as an isolated structure at a distorted geometry, from the Open Molecules 2025 dataset.

The geometry in XYZ format:
```
110
Properties=species:S:1:pos:R:3:lowdin_charge:R:1
C -6.60557 0.94818 -2.33200 -0.1148
O -6.41169 2.11912 -1.57515 -0.1836
C -6.93704 2.02361 -0.26161 -0.2330
C -5.82986 2.18340 0.77538 -0.1539
C -4.92189 0.91010 0.69996 -0.1885
C -3.74666 1.18719 1.63921 -0.2520
N -2.70686 0.15405 1.76563 -0.1927
P -2.53332 -0.10771 3.49339 0.8948
C -1.26835 -1.37459 3.90130 -0.2283
O -3.91423 -0.95396 3.90131 -0.3116
C -1.58566 0.21744 0.86172 -0.4895
C -0.21954 0.71652 1.38771 -0.1416
C -0.04744 1.69858 2.56220 -0.1776
C -0.76655 3.03733 2.60781 -0.0950
C -0.08621 4.08757 1.74775 -0.5644
O 0.98153 3.96035 1.25521 0.0914
O -0.76575 5.21132 1.56730 0.1490
O -2.01096 0.92974 -0.28779 -0.1983
C -1.60910 2.23400 -0.54473 -0.1712
C -2.26554 2.67921 -1.90313 -0.3613
C -1.24996 2.73522 -3.06201 -0.0423
O -3.36936 1.88054 -2.24000 -0.0331
C -1.27771 -1.25846 0.20671 -0.7458
I -0.09458 -0.82912 -1.63332 1.0774
O -0.83278 -2.21709 1.07184 -0.1606
C 0.27290 -3.08377 1.09112 -0.4529
N 1.40277 -2.30538 1.72608 0.0732
C 0.96590 -3.68448 -0.16740 -0.0900
C 0.22277 -4.33933 -1.28605 -0.5624
O -0.91309 -4.58001 -1.39712 0.1246
O 1.09796 -4.75241 -2.30234 0.0476
C 0.02701 -4.16695 2.19137 -0.0797
C -0.53115 -5.53978 1.82657 -0.3708
C 0.44832 -6.52558 1.13306 -0.0592
C -1.95134 -5.57556 1.20925 -0.0582
P -2.77903 -2.15912 -0.63788 0.6380
O -3.41520 -1.08321 -1.73073 -0.3971
Br -4.36155 -2.56486 0.94659 0.3751
H -5.94922 0.99002 -3.19889 0.0842
H -6.37338 0.03809 -1.76910 0.0756
H -7.63406 0.89297 -2.70063 0.0940
H -7.68078 2.81880 -0.15164 0.1231
H -7.45842 1.07308 -0.12799 0.1207
H -6.23169 2.33274 1.77625 0.1178
H -5.20110 3.01536 0.44800 0.1142
H -5.56328 0.10539 1.04878 0.0791
H -4.63993 0.84413 -0.34658 0.0803
H -3.39524 2.19032 1.38427 0.0912
H -4.21852 1.31669 2.61513 0.0817
H -0.40741 -1.45182 3.24391 0.0081
H -0.88475 -1.07379 4.87758 0.0434
H -1.73743 -2.34098 4.07420 0.0438
H -4.48199 -0.26765 4.27881 0.0401
H 0.30097 -0.17233 1.75533 0.0758
H 0.46060 1.04099 0.60573 0.0624
H -0.18775 1.22048 3.52799 0.0815
H 1.02024 1.94367 2.57333 0.0958
H -0.66278 3.42221 3.62769 0.1433
H -1.83628 3.04072 2.41016 0.0998
H -1.65769 5.10633 1.92988 0.1299
H -0.53777 2.38702 -0.71645 0.1070
H -1.93497 2.99721 0.16516 0.1051
H -2.65483 3.69212 -1.79806 0.1419
H -1.82338 2.66214 -3.98507 0.0866
H -0.46993 1.98020 -3.01403 0.0279
H -0.82885 3.74030 -3.08605 0.0809
H -3.12615 1.25325 -2.93060 0.0885
H 1.66764 -1.55211 1.09378 0.0488
H 2.19578 -2.92117 1.85424 0.0818
H 1.59351 -2.91264 -0.60255 0.0524
H 1.69582 -4.40039 0.20069 0.1228
H 0.89351 -4.24428 -3.09902 0.1072
H 0.93009 -4.30635 2.78117 0.1237
H -0.68024 -3.69406 2.86917 0.0983
H -0.68800 -6.03515 2.78770 0.1246
H 0.25802 -6.61595 0.06440 0.0710
H 1.47342 -6.19647 1.31376 0.0699
H 0.33630 -7.51184 1.57026 0.0820
H -2.20713 -4.68713 0.64474 0.0039
H -1.95414 -6.39764 0.49222 0.0788
H -2.70100 -5.84558 1.94444 0.0789
H -4.33710 -1.37497 -1.83852 0.0376
C 7.02701 -0.88004 -5.80991 0.0560
N 6.55916 -0.17252 -4.59195 -0.0734
C 6.13513 -0.89459 -3.54174 0.0244
C 5.72987 -0.27796 -2.38114 0.0615
C 5.76255 1.11130 -2.28247 -0.1231
C 6.18661 1.83036 -3.39621 0.0591
C 6.57812 1.16794 -4.53854 0.0303
C 5.38360 1.81144 -1.03063 -0.1287
C 6.28653 2.65527 -0.38766 0.0535
C 5.90615 3.33617 0.74714 0.0298
N 4.66687 3.19808 1.24304 -0.0577
C 3.78403 2.37549 0.66121 0.0315
C 4.11695 1.67047 -0.47335 0.0678
C 4.24029 3.96934 2.43600 0.0602
H 6.22383 -1.52123 -6.16434 0.1176
H 7.90224 -1.46775 -5.54296 0.1190
H 7.28707 -0.15480 -6.57364 0.1072
H 6.13893 -1.97063 -3.64988 0.1611
H 5.41032 -0.89187 -1.54944 0.1448
H 6.21316 2.91198 -3.38646 0.1459
H 6.91627 1.69808 -5.41730 0.1561
H 7.29288 2.78862 -0.76210 0.1432
H 6.58063 4.00224 1.26566 0.1551
H 2.80046 2.31041 1.11413 0.1271
H 3.36888 1.03202 -0.92759 0.1330
H 3.90507 3.26762 3.19544 0.1182
H 3.42897 4.62940 2.13398 0.1080
H 5.07657 4.55112 2.80994 0.1062
```

Values from the calculation:
highest occupied orbital energy: -11.0 eV
multiplicity: 1
net charge: +2
LUMO energy: -7.471 eV
orbital gap: 3.5 eV



> Look up the multiplicity of the first one.

8



> What is the formula in the first record?

C34H57EuN3O3Si



> The highest multiplicity belongs to which entry?

C34H57EuN3O3Si